No. 1
ORCA calculation (wB97M-V/def2-TZVPD) on a molecular structure, C42H40N8O3S3SiSn.

Each line ends with the natural charge from an NBO analysis.
Cartesian coordinates (Å):
Sn: 0.443 0.105 0.581  1.241
N: -0.217 -2.822 4.577  -0.565
C: 0.268 -1.923 3.679  0.366
N: 0.795 -2.207 2.547  -0.520
C: 0.781 -3.533 2.120  0.372
N: 1.234 -3.928 0.990  -0.339
N: 1.534 -2.972 0.061  -0.164
C: 2.729 -2.915 -0.340  0.009
C: 3.114 -2.022 -1.459  0.268
C: 4.290 -2.282 -2.159  -0.263
C: 4.657 -1.442 -3.196  -0.183
C: 3.850 -0.357 -3.493  -0.264
C: 2.695 -0.179 -2.743  0.048
N: 2.324 -0.993 -1.764  -0.420
C: 0.253 -4.570 3.037  -0.048
C: 0.238 -5.926 2.718  -0.162
C: -0.271 -6.860 3.602  -0.260
C: -0.784 -6.440 4.829  -0.199
C: -0.782 -5.102 5.163  -0.254
C: -0.260 -4.167 4.269  0.179
H: -0.737 -2.472 5.364  0.410
H: 0.195 -0.879 3.970  0.231
H: 3.519 -3.520 0.116  0.160
H: 4.898 -3.136 -1.886  0.207
H: 5.560 -1.633 -3.763  0.202
H: 4.107 0.342 -4.278  0.208
H: 2.037 0.664 -2.929  0.197
H: 0.632 -6.219 1.755  0.232
H: -0.272 -7.910 3.341  0.200
H: -1.190 -7.164 5.526  0.199
H: -1.183 -4.768 6.113  0.203
C: 0.526 2.220 -0.485  -1.628
Si: -0.554 2.595 -1.882  1.712
C: -0.759 1.106 -3.037  -0.683
N: -1.253 -0.057 -2.303  -0.462
C: -0.816 -1.342 -2.831  -0.220
C: -1.573 -1.749 -4.095  -0.423
C: -3.096 -1.768 -3.825  -0.401
C: -3.413 -1.298 -2.402  -0.413
C: -2.710 0.017 -2.085  -0.224
C: -2.245 3.230 -1.334  -0.487
C: -2.658 3.045 -0.011  -0.102
C: -3.912 3.469 0.413  -0.237
C: -4.774 4.096 -0.477  -0.227
C: -4.379 4.297 -1.794  -0.242
C: -3.127 3.865 -2.212  -0.199
C: 0.141 3.967 -3.020  -0.446
C: 0.975 3.687 -4.107  -0.215
C: 1.615 4.694 -4.821  -0.215
C: 1.426 6.022 -4.469  -0.240
C: 0.594 6.330 -3.399  -0.246
C: -0.030 5.315 -2.687  -0.131
H: 0.425 2.947 0.326  0.253
H: 1.577 2.238 -0.800  0.246
H: 0.239 0.874 -3.430  0.206
H: -1.391 1.351 -3.914  0.176
H: -0.944 -2.092 -2.047  0.221
H: 0.257 -1.280 -3.025  0.209
H: -1.218 -2.725 -4.439  0.194
H: -1.341 -1.031 -4.887  0.187
H: -3.502 -2.772 -3.978  0.191
H: -3.607 -1.110 -4.537  0.183
H: -3.110 -2.050 -1.671  0.233
H: -4.491 -1.152 -2.290  0.197
H: -2.913 0.312 -1.052  0.227
H: -3.133 0.799 -2.733  0.164
H: -2.008 2.539 0.690  0.238
H: -4.214 3.299 1.439  0.210
H: -5.754 4.423 -0.148  0.193
H: -5.047 4.789 -2.493  0.193
H: -2.829 4.027 -3.244  0.202
H: 1.131 2.657 -4.411  0.198
H: 2.269 4.441 -5.648  0.194
H: 1.926 6.811 -5.019  0.195
H: 0.438 7.365 -3.116  0.197
H: -0.664 5.574 -1.845  0.204
S: 0.547 1.436 2.892  -0.406
C: 2.148 1.195 3.539  -0.171
C: 2.360 1.524 4.883  -0.199
C: 3.584 1.354 5.520  -0.138
C: 3.717 1.693 6.909  0.301
N: 3.802 1.964 8.026  -0.385
C: 4.660 0.837 4.784  -0.215
C: 4.472 0.519 3.448  -0.177
C: 3.246 0.680 2.786  -0.158
S: 3.149 0.249 1.110  -0.403
C: 5.948 0.642 5.393  0.328
N: 6.984 0.480 5.869  -0.390
H: 1.529 1.927 5.448  0.221
H: 5.307 0.125 2.882  0.221
C: -4.396 -1.212 1.581  -0.894
S: -2.620 -1.134 1.738  2.418
O: -2.120 -2.077 0.748  -1.006
O: -2.360 -1.525 3.122  -1.041
O: -2.280 0.266 1.445  -1.033
H: -4.701 -2.222 1.847  0.218
H: -4.672 -0.982 0.552  0.219
H: -4.832 -0.485 2.265  0.217

Total energy: -3986.75015 a.u.
Total charge: -2
HOMO level: -0.045 hartree
Gap between HOMO and LUMO: 5.246 eV
Multiplicity: 1



No. 2
ORCA calculation (wB97M-V/def2-TZVPD) on a molecular structure, C42H40N9O5PS2ScTe.

Each line ends with the Mulliken charge.
Cartesian coordinates (Å):
Sc: 0.502 -0.793 0.114  -1.848
C: 2.418 -6.106 -2.155  -0.599
C: 2.441 -5.852 -0.792  -0.862
C: 2.426 -4.548 -0.317  0.341
C: 2.373 -3.475 -1.198  -1.312
C: 2.362 -3.736 -2.567  0.523
C: 2.384 -5.037 -3.040  -0.962
N: 2.367 -2.123 -0.749  1.723
C: 3.503 -1.476 -0.909  0.454
C: 4.760 -2.113 -1.253  -1.044
C: 5.905 -1.400 -1.391  -0.605
C: 5.942 0.015 -1.219  -0.881
C: 4.792 0.664 -0.908  -0.551
C: 3.572 -0.046 -0.746  -0.167
N: 2.396 0.571 -0.495  2.406
N: 2.367 1.844 -0.527  -1.869
C: 1.117 2.358 -0.194  -0.298
C: 0.945 3.741 -0.284  -0.776
C: -0.263 4.288 0.092  -0.665
C: -1.267 3.452 0.568  -1.172
C: -1.015 2.094 0.627  -0.900
N: 0.142 1.550 0.239  1.549
H: 2.420 -7.124 -2.524  0.353
H: 2.470 -6.673 -0.084  0.398
H: 2.464 -4.361 0.743  0.280
H: 2.308 -2.904 -3.258  0.309
H: 2.346 -5.214 -4.108  0.412
H: 4.774 -3.186 -1.381  0.468
H: 6.823 -1.926 -1.628  0.402
H: 6.875 0.553 -1.328  0.376
H: 4.765 1.736 -0.767  0.407
H: 1.771 4.341 -0.640  0.552
H: -0.421 5.357 0.028  0.450
H: -2.225 3.833 0.891  0.584
H: -1.756 1.412 1.023  0.577
C: -4.912 1.350 -1.866  -0.704
C: -5.283 0.265 -1.078  -0.740
C: -4.324 -0.566 -0.531  -0.568
C: -2.971 -0.327 -0.774  -0.472
C: -2.601 0.754 -1.559  0.966
C: -3.569 1.589 -2.100  -1.185
N: -1.947 -1.143 -0.168  2.130
N: -2.398 -2.226 0.243  -0.947
C: -1.513 -3.053 0.960  -0.734
C: -2.132 -4.145 1.569  -0.264
C: -1.410 -4.933 2.443  -0.870
C: -0.086 -4.596 2.704  -1.271
C: 0.508 -3.519 2.057  0.010
C: -0.164 -2.722 1.128  2.190
H: -5.667 2.002 -2.287  0.409
H: -6.330 0.073 -0.877  0.383
H: -4.602 -1.396 0.102  0.472
H: -1.558 0.930 -1.766  0.192
H: -3.259 2.426 -2.714  0.519
H: -3.181 -4.332 1.369  0.445
H: -1.875 -5.776 2.939  0.347
H: 0.485 -5.174 3.422  0.436
H: 1.540 -3.288 2.311  0.629
N: -0.164 4.155 7.319  -0.606
C: -0.437 3.122 6.416  1.089
C: -0.243 3.314 5.046  -0.960
C: -0.546 2.307 4.150  -0.043
C: -1.049 1.095 4.607  -0.469
C: -1.243 0.895 5.964  -0.544
C: -0.945 1.905 6.864  -0.749
S: -1.426 -0.209 3.460  1.383
O: -1.521 -1.407 4.256  -0.720
O: -2.576 0.193 2.689  -0.863
N: -0.180 -0.210 2.455  0.391
C: 1.050 -0.549 2.878  0.063
S: 1.625 -0.891 4.487  -0.175
C: 3.202 -1.198 3.835  -0.405
C: 3.189 -1.051 2.493  -1.059
N: 1.984 -0.686 1.957  0.642
H: 0.523 4.817 6.996  0.229
H: 0.034 3.844 8.257  0.225
H: 0.156 4.256 4.688  0.319
H: -0.372 2.451 3.091  0.301
H: -1.612 -0.063 6.304  0.523
H: -1.097 1.747 7.926  0.283
H: 4.028 -1.471 4.468  0.466
H: 4.035 -1.197 1.836  0.301
C: 3.110 0.355 -3.984  -0.648
C: 1.891 -0.049 -4.784  -0.399
O: 1.230 -1.180 -4.200  -0.248
P: -0.114 -1.054 -3.320  -0.026
O: 0.216 -0.450 -1.968  0.614
Te: -1.267 -3.087 -3.382  -0.426
O: -0.901 0.143 -4.072  -0.093
C: -1.456 -0.080 -5.376  -0.528
C: -2.958 0.093 -5.327  -1.188
H: 3.685 1.101 -4.537  0.531
H: 3.754 -0.506 -3.791  0.157
H: 2.816 0.787 -3.029  -0.075
H: 2.168 -0.360 -5.793  0.384
H: 1.193 0.787 -4.865  0.228
H: -1.202 -1.085 -5.721  0.458
H: -0.991 0.646 -6.049  0.321
H: -3.388 -0.641 -4.645  0.199
H: -3.381 -0.057 -6.323  0.461
H: -3.222 1.090 -4.976  0.235

Total energy: -4660.26524 a.u.
Total charge: -1
HOMO level: -0.165 hartree
Gap between HOMO and LUMO: 6.004 eV
Multiplicity: 1